(1)
A 8-piece molecular cluster, ClH14O7 overall, computed with ωB97M-V with the def2-TZVPD basis set.

The calculation puts the HOMO-LUMO gap at 9.93 eV. Its net charge is -1. The HOMO energy comes out at -6.666 eV. The lowest unoccupied orbital energy is 3.26 eV.

```
22
Properties=species:S:1:pos:R:3:lowdin_charge:R:1
Cl -1.2122 6.9870 14.2649 -0.025
O 1.0763 4.3554 12.7134 -0.082
H 0.4520 4.6996 13.3722 -0.018
H 1.6003 3.7088 13.1960 0.020
O 0.8662 7.2070 11.7805 -0.121
H 1.5538 7.3390 12.4374 0.013
H 0.0600 7.0634 12.3099 -0.098
O 0.7552 8.0247 16.7916 -0.107
H 1.2153 7.1879 16.6856 0.006
H 0.0234 7.9734 16.1511 -0.066
O 0.3206 4.1938 15.6081 -0.090
H -0.4673 4.7641 15.5363 -0.038
H 1.0644 4.8047 15.5781 0.023
O -3.5435 9.6968 13.9897 -0.098
H -3.0517 8.9975 14.4435 -0.038
H -3.3987 9.5077 13.0573 0.023
O -2.7580 5.3136 11.4062 -0.083
H -2.5808 5.7650 12.2458 -0.033
H -3.6676 5.0097 11.4848 0.020
O -2.5456 5.0858 16.4592 -0.120
H -2.4295 5.5448 17.2972 0.028
H -2.1885 5.7079 15.7889 -0.117
```

=====

(2)
A 9-piece molecular cluster, ClH16O8 overall at a distorted geometry, computed with ωB97M-V with the def2-TZVPD basis set.

The calculation puts the HOMO-LUMO gap at 10.10 eV. Its net charge is -1. The HOMO energy comes out at -7.082 eV. The lowest unoccupied orbital energy is 3.02 eV.

```
25
Properties=species:S:1:pos:R:3:lowdin_charge:R:1
Cl 0.0364 0.1044 -0.0189 0.233
O 0.7400 -2.3904 -1.8660 -0.089
H 1.5171 -2.1314 -2.3641 0.032
H 0.5624 -1.6910 -1.2295 -0.102
O -0.9380 -1.4623 2.7643 -0.106
H -1.8918 -1.4331 2.6827 0.019
H -0.6490 -1.0028 1.9465 -0.076
O -1.0318 3.0725 -0.7964 -0.101
H -1.8886 3.2993 -0.3924 0.038
H -1.0457 2.1093 -0.7970 -0.079
O 1.8275 -1.9847 1.0474 -0.146
H 2.1464 -1.6173 1.8785 0.020
H 1.2955 -1.2833 0.5775 -0.136
O 2.5762 1.9808 -1.3140 -0.070
H 1.9985 2.5836 -1.7884 0.025
H 1.9831 1.6176 -0.6791 -0.063
O -0.1921 1.1219 3.0453 -0.092
H 0.1066 1.2896 2.1308 -0.035
H 0.3015 1.7389 3.5703 0.014
O 0.0062 0.8427 -2.9573 -0.084
H 0.2137 0.5071 -2.1125 -0.147
H -0.9121 1.0594 -2.8425 0.012
O -2.5936 -2.3231 -0.2678 -0.069
H -1.7327 -2.6277 0.0033 0.013
H -2.4357 -1.3801 -0.2206 -0.013
```

=====

(3)
A 10-piece molecular cluster, ClH18O9 overall, computed with ωB97M-V with the def2-TZVPD basis set.

The calculation puts the HOMO-LUMO gap at 10.36 eV. Its net charge is -1. The HOMO energy comes out at -7.431 eV. The lowest unoccupied orbital energy is 2.93 eV.

```
28
Properties=species:S:1:pos:R:3:lowdin_charge:R:1
Cl 0.2275 0.2024 0.2965 0.111
O -2.6109 0.7635 -1.5511 -0.076
H -1.9520 0.2625 -1.0583 -0.066
H -3.4340 0.5614 -1.0964 0.035
O 2.7383 -1.2478 -1.1726 -0.109
H 2.1992 -1.6906 -1.8343 0.026
H 2.0968 -0.7179 -0.6761 -0.105
O 2.8535 2.1903 0.8253 -0.094
H 1.9127 1.9706 0.7893 -0.061
H 3.2675 1.4806 0.3259 0.014
O 0.0051 -3.1599 0.1593 -0.085
H 0.1938 -2.2246 0.3245 -0.072
H 0.4142 -3.6069 0.9053 0.033
O -0.1028 3.4630 -1.0370 -0.074
H -0.0439 2.6284 -0.5564 -0.056
H 0.3022 3.2696 -1.8868 0.020
O 0.5889 0.5959 -3.2584 -0.073
H 1.3017 0.9571 -2.7227 0.016
H -0.0399 0.2667 -2.6064 -0.008
O -2.5300 1.7320 1.5680 -0.088
H -2.6106 1.0318 2.2228 0.026
H -1.8393 1.4014 0.9784 -0.074
O -2.5590 -1.7432 0.9249 -0.086
H -2.3080 -2.6701 0.8529 0.019
H -1.8109 -1.3008 0.5062 -0.069
O 0.9527 -1.5576 3.1758 -0.083
H 0.9729 -0.8794 2.4875 -0.047
H 1.8143 -1.9785 3.1140 0.026
```

=====

(4)
ClH18O9 as an isolated structure at a distorted geometry, computed with ωB97M-V with the def2-TZVPD basis set.

The calculation puts the HOMO-LUMO gap at 9.18 eV. Its net charge is -1. The HOMO energy comes out at -5.959 eV. The lowest unoccupied orbital energy is 3.22 eV.

```
28
Properties=species:S:1:pos:R:3:lowdin_charge:R:1
Cl 0.0346 -0.0574 0.0610 0.827
O 2.4038 -0.7370 0.6899 -0.110
H 2.2545 -1.6643 0.5057 0.035
H 1.5267 -0.3555 0.7277 -0.155
O 1.1981 2.0516 1.0325 -0.089
H 0.6970 1.2699 0.7999 -0.169
H 1.8730 1.7342 1.6325 0.045
O -2.3058 1.1729 0.9900 -0.097
H -2.2793 1.0511 1.9390 0.017
H -1.4698 0.8247 0.6800 -0.098
O -0.2838 -2.2597 1.2642 -0.109
H -0.0296 -2.0341 2.1590 0.015
H -0.4061 -1.4157 0.8295 -0.153
O -0.5365 0.4181 2.4284 -0.129
H -0.1190 -0.2447 2.9784 0.053
H -0.0417 0.3967 1.6093 -0.158
O 1.6770 -0.3373 -2.0269 -0.084
H 1.0656 -0.0773 -1.3377 -0.125
H 1.1685 -0.9189 -2.5919 0.028
O -0.7737 -1.9766 -1.3401 -0.118
H -0.0580 -2.3728 -1.8371 0.045
H -0.4303 -1.1282 -1.0598 -0.165
O -0.3205 1.7714 -1.8262 -0.097
H 0.1287 1.8593 -0.9855 0.015
H -1.1162 2.2944 -1.7291 0.078
O -1.4742 -0.0599 -2.0194 -0.146
H -1.4337 0.8360 -2.3540 0.005
H -0.9494 -0.0411 -1.2192 -0.162
```

=====

(5)
A 11-piece molecular cluster, ClH20O14 overall at a distorted geometry, computed with ωB97M-V with the def2-TZVPD basis set.

The calculation puts the HOMO-LUMO gap at 10.10 eV. Its net charge is -1. The HOMO energy comes out at -7.405 eV. The lowest unoccupied orbital energy is 2.70 eV.

```
35
Properties=species:S:1:pos:R:3:lowdin_charge:R:1
Cl 31.5492 -9.5995 13.1478 0.877
O 32.7271 -8.8530 13.6360 -0.311
O 30.9084 -10.3145 14.2763 -0.344
O 30.5593 -8.6082 12.6089 -0.362
O 31.9546 -10.5873 12.0635 -0.344
O 30.6178 -13.0771 12.3277 -0.041
H 30.9974 -12.2069 12.4569 -0.020
H 30.5022 -13.3981 13.2018 0.029
O 28.4364 -11.3812 14.5686 -0.041
H 28.2408 -11.1153 13.6753 0.024
H 29.3263 -11.1331 14.7369 -0.040
O 28.2687 -8.6119 10.6584 -0.019
H 28.6625 -9.4543 10.4761 0.029
H 28.5917 -8.1136 9.9254 0.027
O 30.8793 -6.8189 10.6806 -0.084
H 31.6634 -6.2857 10.9529 0.077
H 30.5959 -7.3769 11.4257 -0.021
O 31.8485 -9.3109 9.6847 -0.045
H 31.5618 -8.4327 9.8679 -0.011
H 31.9471 -9.6191 10.5799 -0.028
O 33.0726 -11.3848 8.6203 -0.089
H 32.9539 -12.2681 8.9689 -0.005
H 32.5995 -10.7686 9.1938 -0.039
O 31.0650 -12.9347 9.6266 -0.037
H 31.5252 -12.9954 10.4633 0.013
H 30.2918 -12.4301 9.7339 0.014
O 28.0464 -7.6467 13.6299 -0.014
H 28.3609 -6.9152 13.1109 0.047
H 28.3799 -8.3430 13.1340 -0.038
O 29.7164 -8.1389 15.8895 -0.071
H 29.4313 -7.9913 14.9746 -0.018
H 30.4452 -8.7456 15.7350 -0.003
O 32.2304 -6.3357 13.9863 -0.071
H 31.8507 -6.2315 14.8532 0.020
H 32.3385 -7.2666 13.7701 -0.058
```

=====

(6)
A 14-piece molecular cluster, ClH26O17 overall at a distorted geometry, computed with ωB97M-V with the def2-TZVPD basis set.

The calculation puts the HOMO-LUMO gap at 9.29 eV. Its net charge is -1. The HOMO energy comes out at -7.108 eV. The lowest unoccupied orbital energy is 2.18 eV.

```
44
Properties=species:S:1:pos:R:3:lowdin_charge:R:1
Cl 0.2437 0.1027 0.9432 0.933
O -0.3089 -1.1254 1.6377 -0.351
O 0.3490 -0.1223 -0.5373 -0.317
O -0.6454 1.2921 1.2725 -0.356
O 1.5937 0.4306 1.5688 -0.336
O 2.5413 2.0320 -0.6992 -0.042
H 2.5639 1.8058 0.1969 -0.007
H 2.3600 3.0004 -0.7047 0.080
O -0.0432 3.7507 0.1403 -0.066
H 0.0638 3.0534 0.7530 -0.041
H -0.4124 3.3114 -0.6185 -0.049
O -2.4575 -1.5539 3.3511 -0.078
H -1.6890 -1.4982 2.8013 -0.044
H -2.7209 -0.6581 3.0377 -0.007
O 1.0468 -3.0418 -0.7313 -0.024
H 0.4701 -3.6355 -0.2820 0.013
H 0.8043 -2.1792 -0.4811 -0.054
O -0.2650 -0.7197 -3.3034 -0.059
H -0.6862 -0.9916 -2.4749 -0.019
H 0.3495 -0.0527 -3.0533 -0.055
O -1.8452 -1.9094 -1.2680 -0.010
H -2.1260 -1.2095 -0.6912 -0.004
H -1.6572 -2.5719 -0.6566 0.011
O -1.2106 2.2874 -1.6292 -0.054
H -0.5492 1.8245 -2.1385 -0.011
H -1.7926 1.6345 -1.2249 -0.015
O 2.9408 -1.8682 1.7188 -0.053
H 3.7142 -1.6832 1.2086 0.036
H 2.4955 -1.0114 1.6162 -0.020
O 0.8117 -3.4487 2.1603 -0.094
H 0.3326 -2.6265 1.9724 -0.041
H 1.6525 -2.9743 2.2759 -0.006
O 3.1775 -0.7078 -1.4694 -0.056
H 2.9030 -1.2514 -2.2122 0.040
H 2.4657 -0.0499 -1.4426 -0.020
O 0.9466 1.6768 -2.9815 -0.025
H 1.1637 1.7704 -2.0772 -0.017
H 1.5704 2.2114 -3.4609 0.081
O -3.1485 1.0390 2.4602 -0.058
H -4.0336 1.4083 2.6588 0.087
H -2.4478 1.6989 2.5943 0.064
O -2.7128 0.6337 -0.3399 -0.019
H -3.4046 1.2751 -0.4326 0.077
H -2.4037 0.6512 0.5425 -0.016
```

=====

(7)
ClH2Li3O as an isolated structure, computed with ωB97M-V with the def2-TZVPD basis set.

The calculation puts the HOMO-LUMO gap at 9.39 eV. Its net charge is +2. The HOMO energy comes out at -17.725 eV. The lowest unoccupied orbital energy is -8.34 eV.

```
7
Properties=species:S:1:pos:R:3:lowdin_charge:R:1
Li -1.5413 1.0553 -1.1317 0.804
Li 2.5482 -0.6655 -0.0935 0.795
Li 1.4121 0.9056 -3.4920 0.815
Cl 0.6771 0.0821 -1.2962 -0.411
O -1.3067 -0.6039 2.2192 -0.021
H -1.4232 -0.1695 1.3750 -0.020
H -0.3661 -0.6041 2.4192 0.037
```

=====

(8)
One molecule with the formula ClH2NO2S2 at a distorted geometry, computed with ωB97M-V with the def2-TZVPD basis set.

The calculation puts the HOMO-LUMO gap at 8.15 eV. The HOMO energy comes out at -9.607 eV. The SMILES is NS(=O)(=O)SCl. The lowest unoccupied orbital energy is -1.46 eV.

```
8
Properties=species:S:1:pos:R:3:lowdin_charge:R:1
N -1.1885 0.3071 0.0998 -0.074
O 0.6201 -0.6489 -1.4882 -0.414
O -0.4582 -2.0709 0.2203 -0.303
S 1.7800 0.3680 1.1289 0.190
S 0.0260 -0.8165 -0.1985 0.456
Cl 1.8509 1.4487 -0.5505 0.112
H -0.6995 1.1097 0.0246 -0.050
H -1.9310 0.3028 0.7636 0.084
```

=====

(9)
One molecule with the formula ClH2NOS at a distorted geometry, computed with ωB97M-V with the def2-TZVPD basis set.

The calculation puts the HOMO-LUMO gap at 10.32 eV. The HOMO energy comes out at -10.416 eV. The lowest unoccupied orbital energy is -0.10 eV.

```
6
Properties=species:S:1:pos:R:3:lowdin_charge:R:1
N 0.8462 -0.0598 -0.2422 -0.285
O -0.8166 1.5730 0.4425 -0.587
S -0.7033 0.3244 -0.6631 0.601
Cl -1.7004 -1.2361 0.2796 0.168
H 1.5219 -0.8181 -0.5039 0.104
H 0.8522 0.2166 0.6871 -0.002
```

=====

(10)
One molecule with the formula ClH2NOS2 at a distorted geometry, computed with ωB97M-V with the def2-TZVPD basis set.

The calculation puts the HOMO-LUMO gap at 9.56 eV. The HOMO energy comes out at -10.207 eV. The SMILES is O=[S@H](=S)NCl. The lowest unoccupied orbital energy is -0.65 eV.

```
7
Properties=species:S:1:pos:R:3:lowdin_charge:R:1
N 0.4628 -0.3391 0.3766 -0.665
O -0.4133 2.0326 0.2292 -0.476
S -2.4364 -0.2072 0.2548 0.309
S -0.8183 0.6599 -0.1735 0.204
Cl 2.1758 0.2306 0.1502 0.506
H 0.1794 -0.7189 1.3176 0.057
H -0.4353 0.4809 -1.5150 0.065
```

=====

(11)
ClH2NP2 as an isolated structure at a distorted geometry, computed with ωB97M-V with the def2-TZVPD basis set.

The calculation puts the HOMO-LUMO gap (spin up / spin down) at 7.38 / 7.68 eV. The HOMO energy (spin up / spin down) comes out at -9.570 / -9.787 eV. The lowest unoccupied orbital energy (spin up / spin down) is -2.19 / -2.11 eV.

```
6
Properties=species:S:1:pos:R:3:lowdin_charge:R:1
N -0.9954 0.8793 -0.4279 -0.571
P -0.5669 -0.5429 -0.1976 0.381
P 1.5764 -0.3918 -0.4200 0.440
Cl -3.2731 0.8491 -0.0064 -0.013
H 1.5948 -1.5672 0.5498 -0.120
H 1.6642 0.7735 0.5022 -0.116
```

=====

(12)
A 2-piece molecular cluster, ClH3N2S overall at a distorted geometry, computed with ωB97M-V with the def2-TZVPD basis set.

The calculation puts the HOMO-LUMO gap at 9.76 eV. The HOMO energy comes out at -10.570 eV. The lowest unoccupied orbital energy is -0.82 eV.

```
7
Properties=species:S:1:pos:R:3:lowdin_charge:R:1
N 0.6498 -1.4588 -0.9325 -0.341
N -0.6708 0.3786 0.2517 -0.335
S 0.7021 -0.2782 0.0429 0.849
Cl 0.8403 2.8372 1.6887 0.271
H 1.5750 -1.7094 -1.2277 -0.031
H 0.4690 1.8054 1.0330 -0.387
H -1.4662 -0.0481 -0.0732 -0.026
```

=====

(13)
A 2-piece molecular cluster, ClH3NO2P overall at a distorted geometry, computed with ωB97M-V with the def2-TZVPD basis set.

The calculation puts the HOMO-LUMO gap at 11.43 eV. The HOMO energy comes out at -11.614 eV. The SMILES is NP(=O)=O.Cl. The lowest unoccupied orbital energy is -0.18 eV.

```
8
Properties=species:S:1:pos:R:3:lowdin_charge:R:1
N -0.4607 -1.0589 0.0256 -0.018
O -2.6964 0.3440 0.0641 -0.293
O -0.3308 1.5547 0.0652 -0.309
P -1.2056 0.3632 0.0335 0.518
Cl 3.0914 1.0718 0.1887 0.256
H -0.8823 -1.9347 -0.0169 0.056
H 0.4786 -1.2727 0.1691 0.049
H 2.0059 0.9325 -0.5294 -0.259
```

=====

(14)
A 2-piece molecular cluster, ClH3NOP overall at a distorted geometry, computed with ωB97M-V with the def2-TZVPD basis set.

The calculation puts the HOMO-LUMO gap at 10.19 eV. The HOMO energy comes out at -10.518 eV. The SMILES is NP=O.Cl. The lowest unoccupied orbital energy is -0.33 eV.

```
7
Properties=species:S:1:pos:R:3:lowdin_charge:R:1
N 1.7682 0.3397 0.2783 -0.211
O -0.6204 -0.3930 0.2066 -0.557
P 0.1402 0.7685 0.6448 0.756
Cl -3.4797 -0.4728 -0.9586 0.210
H 2.4840 0.6567 0.9339 0.022
H 1.8780 -0.6298 0.0506 0.018
H -2.1703 -0.2693 -1.1555 -0.238
```

=====

(15)
ClH3NPS as an isolated structure at a distorted geometry, computed with ωB97M-V with the def2-TZVPD basis set.

The calculation puts the HOMO-LUMO gap (spin up / spin down) at 7.36 / 7.36 eV. The HOMO energy (spin up / spin down) comes out at -8.494 / -8.493 eV. The lowest unoccupied orbital energy (spin up / spin down) is -1.14 / -1.14 eV.

```
7
Properties=species:S:1:pos:R:3:lowdin_charge:R:1
N -1.6090 -0.4213 -0.0444 -0.451
P -0.5691 1.0380 0.5152 0.458
S 0.6541 -0.6497 0.5659 0.329
Cl 2.7167 -0.1472 0.1147 0.008
H -1.0740 -1.2473 0.3952 -0.157
H -0.8638 2.0217 -0.8158 -0.050
H 0.7452 -0.5942 -0.7309 -0.136
```

=====

(16)
ClH4LiO2 as an isolated structure, computed with ωB97M-V with the def2-TZVPD basis set.

The calculation puts the HOMO-LUMO gap at 8.91 eV. The HOMO energy comes out at -10.225 eV. The lowest unoccupied orbital energy is -1.31 eV.

```
8
Properties=species:S:1:pos:R:3:lowdin_charge:R:1
Li -1.8604 2.2461 0.6196 0.683
Cl -1.4258 0.1193 1.0198 -0.332
O -0.1228 -1.4349 -1.5628 -0.110
H -0.7877 -2.1030 -1.7533 0.025
H -0.4612 -0.9761 -0.7745 -0.111
O 1.8630 0.8902 0.9972 -0.099
H 1.8608 0.3792 0.1795 0.024
H 0.9341 0.8792 1.2745 -0.080
```

=====

(17)
A 2-piece molecular cluster, ClH4NSi overall at a distorted geometry, computed with ωB97M-V with the def2-TZVPD basis set.

The calculation puts the HOMO-LUMO gap at 9.87 eV. The HOMO energy comes out at -10.625 eV. The SMILES is N=[SiH2].Cl. The lowest unoccupied orbital energy is -0.75 eV.

```
7
Properties=species:S:1:pos:R:3:lowdin_charge:R:1
N 0.5567 -0.3077 0.3639 -0.333
Si -0.4092 0.8210 -0.1780 0.621
Cl 1.2826 -3.2561 -0.4433 0.155
H 0.8186 -1.9741 -0.2307 -0.273
H -0.0545 -0.8910 1.0707 0.013
H 0.1841 1.7678 -1.2164 -0.075
H -1.8310 0.8407 -0.0337 -0.109
```

=====

(18)
ClH4NiO2 as an isolated structure at a distorted geometry, computed with ωB97M-V with the def2-TZVPD basis set.

The calculation puts the HOMO-LUMO gap (spin up / spin down) at 8.62 / 6.04 eV. Its net charge is +1. The HOMO energy (spin up / spin down) comes out at -15.980 / -15.591 eV. The lowest unoccupied orbital energy (spin up / spin down) is -7.36 / -9.55 eV. The multiplicity is 3.

```
8
Properties=species:S:1:pos:R:3:lowdin_spin:R:1
Ni -1.5061 1.6257 -0.8087 1.371
Cl -0.1342 0.6045 -0.2652 0.377
O 2.2879 0.3114 -0.5622 0.143
H 1.3526 0.4237 -0.3922 0.017
H 2.3403 -0.4748 -1.1057 0.002
O -1.4260 -1.1857 1.2051 0.085
H -0.7130 -0.5619 1.0683 0.005
H -2.2016 -0.7430 0.8606 0.000
```